ORCA calculation (ωB97M-V with the def2-TZVPD basis set) on a molecular structure, C11H14N2PtSe.

Geometry (Å):
Pt: 0.03061 0.00319 -3.38827
C: -0.50515 1.34441 -5.26327
C: 0.89767 1.11141 -5.25452
C: 1.39682 -0.22172 -5.25134
C: 0.49077 -1.31898 -5.27444
C: -0.91097 -1.08299 -5.27752
C: -1.40820 0.24763 -5.26983
H: -0.88394 2.36173 -5.26333
H: 1.59057 1.94702 -5.24983
H: 2.46748 -0.40013 -5.24140
H: 0.87392 -2.33462 -5.28507
H: -1.60097 -1.92099 -5.28778
H: -2.47888 0.42670 -5.27340
C: -0.16679 2.49975 3.74988
N: -0.07599 1.09678 4.22085
C: -0.06259 0.70074 5.49305
C: 0.03538 -0.71623 5.49673
N: 0.07706 -1.11682 4.22665
C: 0.18100 -2.52124 3.76266
C: 0.00935 -0.01144 3.41386
Se: 0.03716 -0.01638 1.57306
H: -0.22101 3.14600 4.62227
H: -1.07465 2.61804 3.16032
H: 0.72982 2.74166 3.18115
H: -0.11889 1.38280 6.33263
H: 0.07344 -1.39518 6.33987
H: 0.21539 -3.16456 4.63823
H: 1.10292 -2.64015 3.19534
H: -0.70136 -2.76642 3.17346

## Properties
LUMO energy (spin up / spin down) = -15.11 / -16.34 eV
2S+1 = 5
net charge = +4
⟨S²⟩ = 6.03
Kohn-Sham gap (spin up / spin down) = 0.27237 / 0.26568 hartree

Partial charges, Mulliken, in e: 1.068 -0.313 -0.241 -0.370 -0.223 -0.323 -0.259 0.442 0.445 0.449 0.443 0.443 0.446 -0.860 0.102 -0.051 -0.051 0.102 -0.861 0.059 0.356 0.315 0.405 0.406 0.472 0.472 0.315 0.407 0.406

***

ORCA calculation (ωB97M-V with the def2-TZVPD basis set) on a gas-phase ion, C11H14NO (charge +1) at a distorted geometry.

Geometry (Å):
C: 2.81521 -0.70482 1.33292
C: 2.33476 0.00573 0.05406
C: 2.95224 -0.70781 -1.22886
C: 2.41333 1.53816 0.04706
O: 0.98715 1.60346 0.04789
N: 0.91866 0.20908 0.11036
C: -0.29752 -0.65136 -0.06105
C: -1.63184 -0.30380 0.08545
C: -2.62640 -1.31975 -0.02334
C: -3.94840 -0.90608 0.16466
C: -4.31399 0.41691 0.10523
C: -3.31990 1.43993 -0.11488
C: -2.01601 1.07180 -0.04524
H: 3.85278 -1.02000 1.06361
H: 2.14059 -1.59159 1.45693
H: 2.71068 0.09022 2.01464
H: 3.31644 -1.65657 -1.04316
H: 3.82452 -0.04637 -1.53887
H: 2.06762 -0.86499 -1.98426
H: 2.99695 1.86415 0.83771
H: 2.67346 2.10889 -0.92332
H: -0.16440 -1.72669 -0.21240
H: -2.53720 -2.42227 -0.08340
H: -4.84110 -1.50508 0.20434
H: -5.25098 0.82996 0.11328
H: -3.72098 2.37015 -0.27070
H: -1.33564 1.87871 -0.10866

## Properties
LUMO energy (spin up / spin down) = -5.20 / -5.20 eV
2S+1 = 1
relative energy (zero: lowest compared OMol25 entry of this formula, charge and spin) = 3.147 eV
net charge = +1
Kohn-Sham gap (spin up / spin down) = 0.27684 / 0.27682 hartree
SMILES = CC1(C)CO/[N+]1=C\c1ccccc1

Partial charges, Mulliken, in e: -1.179 0.467 -1.365 -0.548 -0.345 0.493 -0.311 0.944 -0.517 -0.640 -0.307 -0.763 -0.278 0.360 0.320 0.428 0.457 0.347 0.285 0.335 0.299 0.389 0.304 0.385 0.447 0.480 0.513

***

ORCA calculation (ωB97M-V with the def2-TZVPD basis set) on a gas-phase ion, C11H14NO (charge +1) at a distorted geometry.

Geometry (Å):
C: -1.09915 2.57017 1.08126
C: -0.74449 1.73876 2.15895
C: -1.00651 2.10303 -0.19170
C: -0.17063 0.50389 1.91548
C: -0.32426 0.97059 -0.41808
C: 0.18594 0.12101 0.63417
C: -0.35634 0.41414 -1.87260
C: 0.99218 -1.14442 0.44579
C: -1.74823 -0.14037 -2.00033
C: 2.44474 -1.05478 0.22717
C: 0.40209 -2.37158 0.95309
N: 0.65613 -0.53006 -1.84926
O: 1.59365 -0.51096 -2.58213
H: -1.31805 3.61462 1.25607
H: -0.93835 2.19612 3.12427
H: -1.37875 2.69601 -1.13699
H: 0.02569 -0.12050 2.73126
H: -0.09095 1.30367 -2.55475
H: -2.09143 -0.18635 -3.02259
H: -2.43008 0.19193 -1.30381
H: -1.69035 -1.19056 -1.72672
H: 2.85739 -1.29828 1.23028
H: 2.75860 -0.02954 -0.03203
H: 2.80262 -1.79976 -0.60075
H: 0.52453 -2.43919 2.07415
H: 0.82409 -3.25064 0.61697
H: -0.68010 -2.35694 0.84281

## Properties
LUMO energy (spin up / spin down) = -5.42 / -6.43 eV
2S+1 = 3
relative energy (zero: lowest compared OMol25 entry of this formula, charge and spin) = 1.626 eV
net charge = +1
⟨S²⟩ = 2.01
Kohn-Sham gap (spin up / spin down) = 0.25659 / 0.24757 hartree

Partial charges, Mulliken, in e: -0.456 -0.915 -0.557 -0.708 0.439 0.591 0.117 1.130 -1.391 -1.287 -1.537 0.198 -0.367 0.431 0.384 0.288 0.462 0.536 0.342 0.445 0.434 0.395 0.385 0.373 0.382 0.502 0.385

***

ORCA calculation (ωB97M-V with the def2-TZVPD basis set) on a gas-phase ion, C11H14NO2 (charge -1) at a distorted geometry.

Geometry (Å):
O: -1.93694 -0.39870 0.44445
C: -0.70620 -0.16951 0.20161
C: -0.22002 -0.07907 -1.24236
C: -0.99172 -0.54960 -2.27479
C: -0.60773 -0.53268 -3.54637
C: 0.71367 -0.09949 -3.77312
C: 1.58014 0.38031 -2.78277
C: 1.00487 0.47332 -1.53366
C: 0.32433 -1.17836 0.91309
C: 0.22507 -1.16686 2.45317
C: -0.23296 0.17043 3.03579
C: 0.28438 1.23457 2.16808
N: -0.28050 1.30794 0.82117
O: -1.54846 1.95470 0.64866
H: -2.08988 -0.84022 -1.87881
H: -1.14439 -0.77064 -4.45235
H: 1.09678 -0.28125 -4.76293
H: 2.54123 0.68804 -2.96806
H: 1.72026 0.87653 -0.73745
H: 1.30239 -0.74238 0.61014
H: 0.09936 -2.16556 0.63196
H: 1.20571 -1.35486 2.93567
H: -0.56157 -1.89409 2.55256
H: -1.38378 0.20286 3.08495
H: 0.27003 0.29755 4.07328
H: 0.02263 2.21164 2.66773
H: 1.37858 1.36494 2.18010
H: -2.06528 1.06042 0.53024

## Properties
LUMO energy = 3.66 eV
2S+1 = 1
relative energy (zero: lowest compared OMol25 entry of this formula, charge and spin) = 2.171 eV
net charge = -1
Kohn-Sham gap = 0.26631 hartree
SMILES = [O-][C@]1(c2ccccc2)CCCCN1O

Partial charges, Mulliken, in e: -0.991 1.146 0.023 0.129 -0.869 -0.230 -1.140 0.128 -1.190 -0.725 -0.452 -0.788 0.018 -0.617 0.122 0.401 0.304 0.511 0.179 0.360 0.507 0.323 0.302 0.222 0.319 0.357 0.243 0.408

***

ORCA calculation (ωB97M-V with the def2-TZVPD basis set) on C11H14NO2P in the gas phase at a distorted geometry.

Geometry (Å):
C: -3.40710 1.29978 0.44360
C: -3.11328 0.00492 0.72447
C: -2.39220 2.25315 0.79314
C: -1.82149 -0.40298 1.20203
C: -1.12860 1.86699 1.22674
C: -0.80537 0.49041 1.40990
C: 2.66965 -1.14308 -1.09255
C: 2.59618 -0.35886 0.20553
C: 1.95253 -0.45269 -2.30571
C: 1.28703 -0.61750 0.75378
C: 0.62476 0.12422 1.84343
N: -0.75113 -0.95909 -1.97015
O: -0.29077 -2.12372 -1.88168
O: -1.91718 -0.61895 -1.98660
P: 0.31261 0.36589 -1.91565
H: -4.37241 1.40599 -0.01990
H: -3.89703 -0.67769 0.57633
H: -2.48498 3.37515 0.70090
H: -1.49176 -1.48001 1.41059
H: -0.40522 2.64736 1.40672
H: 3.77917 -1.21216 -1.33021
H: 2.18037 -2.13617 -0.81087
H: 3.44846 -0.70107 0.81667
H: 2.64292 0.79967 0.20444
H: 2.50311 0.41229 -2.59013
H: 1.67958 -1.17379 -3.06596
H: 0.87623 -1.56639 0.40014
H: 1.18815 1.04584 2.12661
H: 0.53777 -0.46751 2.72436

## Properties
LUMO energy (spin up / spin down) = 0.19 / -2.09 eV
2S+1 = 3
relative energy (zero: lowest compared OMol25 entry of this formula, charge and spin) = 0.770 eV
⟨S²⟩ = 2.01
Kohn-Sham gap (spin up / spin down) = 0.27457 / 0.25848 hartree

Partial charges, Mulliken, in e: -0.500 -0.657 -0.367 0.046 -0.461 0.542 -0.491 -0.368 -0.883 -0.613 -0.957 0.937 -0.575 -0.571 0.095 0.405 0.410 0.250 0.223 0.307 0.355 0.255 0.260 0.253 0.478 0.439 0.447 0.380 0.359

***

ORCA calculation (ωB97M-V with the def2-TZVPD basis set) on a gas-phase ion, C11H14NO2S (charge +1) at a distorted geometry.

Geometry (Å):
C: -1.45394 -1.60000 -2.03452
C: -1.90768 0.82001 -2.18330
C: -0.57103 -1.35782 -0.98574
C: -0.95424 1.08415 -1.25460
C: -2.17816 -0.53301 -2.62569
C: -0.26788 0.02824 -0.63575
C: 1.17746 1.30059 0.92620
C: 3.30692 -1.28330 4.74780
C: 2.48417 1.21957 1.56790
C: 2.54327 -0.79389 3.73715
C: -3.10774 -0.78918 -3.76921
N: 0.78666 0.30064 0.22749
O: 2.52163 -1.42523 1.15765
O: 4.61985 -0.39122 1.94923
S: 3.18575 -0.48102 2.07209
H: -1.94910 -2.57116 -2.26231
H: -2.42162 1.68361 -2.57477
H: 0.07660 -2.13031 -0.73883
H: -0.64559 2.12525 -0.96907
H: 0.81332 2.23503 0.75819
H: 1.37021 -0.64360 0.50066
H: 4.43860 -1.36230 4.74143
H: 3.03231 -1.40585 5.75642
H: 3.13732 1.68722 0.95682
H: 2.47766 1.90796 2.42222
H: 1.41424 -0.66892 3.57761
H: -3.13588 0.12489 -4.53649
H: -2.81566 -1.70068 -4.28822
H: -4.02082 -1.13019 -3.45165

## Properties
LUMO energy (spin up / spin down) = -3.17 / -7.04 eV
2S+1 = 3
relative energy (zero: lowest compared OMol25 entry of this formula, charge and spin) = 2.808 eV
net charge = +1
⟨S²⟩ = 2.02
Kohn-Sham gap (spin up / spin down) = 0.25015 / 0.25507 hartree

Partial charges, Mulliken, in e: -0.541 -0.576 -0.858 -0.498 0.657 1.315 -0.242 -0.557 -1.074 -0.122 -1.328 0.068 -0.717 -0.585 1.111 0.361 0.404 0.443 0.234 0.470 0.109 0.264 0.315 0.486 0.464 0.263 0.331 0.412 0.391

***

ORCA calculation (ωB97M-V with the def2-TZVPD basis set) on a molecular structure, C11H15BBr12O8 at a distorted geometry.

Geometry (Å):
C: 7.13474 -1.01742 0.64879
C: 5.96084 0.10967 0.51961
O: 5.87357 0.76206 1.81541
B: 5.00686 1.92474 1.77244
O: 4.59234 2.41766 3.07313
O: 4.65306 2.54627 0.51591
C: 3.29400 2.91302 0.45183
O: 2.95808 3.69865 -0.47094
O: 2.27528 2.46777 1.32738
C: 1.33069 1.59376 0.66866
C: 1.10160 0.33832 1.67686
O: 1.93272 0.19800 2.59971
O: -0.02152 -0.54922 1.54602
C: 0.54949 -1.88445 1.53262
C: 1.43996 -2.26654 0.24185
O: 0.40815 -2.70907 2.44803
H: 6.72249 -2.07847 0.70223
H: 7.75656 -0.71232 1.55843
H: 7.83859 -0.90110 -0.26038
H: 6.31360 0.80194 -0.32847
H: 4.96215 -0.40320 0.29118
H: 4.14001 1.68653 3.56360
H: 0.31566 2.13860 0.62555
H: 1.69693 1.26272 -0.35995
H: 1.62045 -1.35114 -0.41207
H: 0.84864 -3.07164 -0.31189
H: 2.46839 -2.66914 0.55846
C: -1.83561 -1.79411 -2.62630
Br: -1.44334 -3.67812 -2.38177
Br: -2.37622 -0.95466 -0.96238
Br: -0.35814 -0.85583 -3.46525
H: -2.68234 -1.73104 -3.30833
C: -5.51118 1.44664 -0.16903
Br: -6.50672 3.10496 -0.02794
Br: -4.16646 1.29213 1.21749
Br: -6.68300 -0.09759 -0.21025
H: -4.98414 1.47179 -1.12006
C: -3.29186 2.48706 -4.73641
Br: -4.87167 2.47825 -3.61321
Br: -1.71928 3.07763 -3.76741
Br: -3.00787 0.77244 -5.59717
H: -3.47028 3.21353 -5.52730
C: -8.12059 -3.17647 2.12383
Br: -7.80546 -1.66120 3.29226
Br: -9.14932 -2.67684 0.55663
Br: -6.46914 -4.07331 1.64463
H: -8.72071 -3.89126 2.68399

## Properties
LUMO energy = -0.44 eV
2S+1 = 1
Kohn-Sham gap = 0.36435 hartree

Partial charges, Mulliken, in e: -0.938 0.093 -0.418 0.599 -0.495 -0.350 0.659 -0.540 -0.211 -0.226 0.495 -0.500 -0.233 0.547 -0.409 -0.503 0.244 0.276 0.294 0.232 0.044 0.332 0.209 0.309 0.081 0.139 0.273 -0.341 -0.051 0.104 -0.036 0.362 0.202 -0.029 -0.040 0.077 -0.237 -0.325 0.031 0.006 -0.026 0.328 -0.366 0.009 -0.038 0.016 0.351

***

ORCA calculation (ωB97M-V with the def2-TZVPD basis set) on 2 unconnected molecules or ions with the total composition C11H15BN4O6S2 at a distorted geometry.

Geometry (Å):
C: 3.97004 -0.18486 1.18483
C: 2.59745 -0.73032 1.96011
B: 1.60217 -1.53280 0.92733
O: 2.01394 -2.93809 0.57605
C: 0.17654 -0.91172 0.29986
C: -0.99001 -0.97970 1.49669
N: -1.74468 -1.11542 2.56676
C: -0.30988 -2.03153 -0.82663
C: -1.74975 -1.69107 -1.52972
S: -3.20862 -2.66094 -0.86055
C: -4.12285 -1.39680 0.23000
N: -4.24058 0.06619 -0.19317
N: -4.91788 0.81793 0.75466
C: -5.24155 -0.22935 1.82383
O: -4.79208 -1.59966 1.52738
C: 0.34291 0.59949 -0.31878
C: 0.59204 1.77213 0.83583
C: 1.56063 0.62380 -1.46559
N: 2.44864 0.77897 -2.42640
H: 3.74064 0.55265 0.30564
H: 4.63354 0.42439 1.96038
H: 4.66225 -1.07294 0.81554
H: 2.99416 -1.51789 2.76044
H: 2.07179 0.12428 2.56416
H: 1.46347 -3.53513 1.19388
H: -0.41046 -3.12600 -0.37112
H: 0.53469 -2.05974 -1.64756
H: -1.64260 -2.00462 -2.67664
H: -2.05351 -0.56133 -1.53163
H: -5.80337 0.00688 2.82795
H: -0.62716 0.96464 -0.91119
H: 1.72678 1.84429 1.14488
H: -0.07088 1.63754 1.79050
H: 0.31101 2.79893 0.34451
O: 0.38934 5.14440 -3.21850
S: 0.89664 3.77352 -3.02641
O: -0.15081 2.94481 -2.40239
O: 2.08304 3.80652 -2.15198
O: 1.26494 3.19852 -4.33295

## Properties
LUMO energy = 3.57 eV
2S+1 = 1
net charge = -2
Kohn-Sham gap = 0.11629 hartree

Partial charges, Mulliken, in e: -0.915 -0.258 -0.074 -0.600 1.208 -0.299 -0.702 -0.740 -0.525 -0.120 0.361 -0.120 -0.383 0.004 -0.226 0.594 -0.986 -0.308 -0.573 0.258 0.290 0.276 0.197 0.302 0.313 0.357 0.440 0.354 0.279 0.301 0.437 0.202 0.287 0.327 -0.792 1.033 -0.666 -0.754 -0.780

***

Number 1: calculated total energy -83157.474 eV. Number 2: calculated total energy -15160.005 eV. Number 3: calculated total energy -15159.255 eV. Number 4: calculated total energy -17216.757 eV. Number 5: calculated total energy -26501.147 eV. Number 6: calculated total energy -28041.611 eV. Number 7: calculated total energy -869215.733 eV. Number 8: calculated total energy -52231.769 eV.